Record 1
{"formula": "C6H12N2O2", "method": "ωB97M-V/def2-TZVPD", "symbols": ["N", "C", "C", "O", "C", "O", "H", "H", "H", "C", "C", "C", "N", "H", "H", "H", "H", "H", "H", "H", "H", "H"], "positions_angstrom": [[0.260, 2.031, -0.424], [-0.848, 1.690, -0.243], [-2.160, 1.022, -0.075], [-1.957, -0.374, -0.226], [-3.055, -1.149, -0.044], [-4.124, -0.792, 0.408], [-2.852, 1.410, -0.846], [-2.551, 1.264, 0.913], [-2.833, -2.181, -0.339], [4.004, -0.333, -0.475], [2.794, -0.685, 0.369], [1.632, -1.217, -0.460], [2.288, 0.415, 1.157], [4.810, 0.057, 0.149], [3.773, 0.437, -1.208], [4.392, -1.211, -1.011], [3.116, -1.473, 1.068], [0.948, -1.787, 0.185], [1.932, -1.862, -1.301], [1.101, -0.379, -0.896], [1.756, 1.066, 0.604], [3.019, 0.897, 1.668]], "atomic_forces_ev_per_a": [[-3.34, -0.46, 0.43], [2.83, 0.09, -0.61], [-0.04, 0.85, -0.13], [-0.44, -0.35, -0.25], [-1.14, 0.33, 0.79], [1.64, -0.10, -0.80], [0.23, -0.24, 0.42], [-0.12, -0.05, -0.02], [0.14, 0.13, 0.02], [0.37, -0.15, -0.34], [0.16, -0.51, 0.00], [-0.01, -0.58, -0.07], [-0.02, -0.05, 0.74], [0.03, -0.02, 0.07], [-0.14, 0.09, -0.14], [-0.10, 0.19, 0.13], [-0.10, 0.08, -0.10], [0.06, 0.26, -0.26], [0.13, 0.11, 0.40], [-0.22, 0.14, -0.10], [0.18, 0.22, -0.08], [-0.10, 0.01, -0.13]], "lowdin_charge": [0.170, -0.114, -0.156, -0.029, -0.304, 0.080, 0.147, 0.135, 0.151, -0.090, -0.536, -0.081, 0.025, 0.068, 0.075, 0.075, 0.126, 0.077, 0.079, 0.042, -0.007, 0.070], "homo_lumo_gap_ha": 0.3430, "smiles": "N#CCOC=O.CC(C)N", "e_tot_ha": -495.781529, "homo_ev": -8.713, "spin_multiplicity": 1, "charge": 0}



Record 2
{"formula": "C6H12N2O2", "method": "ωB97M-V/def2-TZVPD", "symbols": ["H", "N", "N", "C", "O", "C", "O", "C", "C", "C", "C", "H", "H", "H", "H", "H", "H", "H", "H", "H", "H", "H"], "positions_angstrom": [[-3.350, 2.010, 0.342], [-3.026, 1.119, -0.046], [-2.476, 0.438, 0.846], [-2.054, -0.888, 0.348], [-2.507, -1.140, -0.946], [-0.505, -1.468, 0.264], [-0.351, -2.638, 0.372], [0.543, -0.404, 0.015], [0.216, 0.314, -1.301], [1.925, -1.059, -0.065], [0.514, 0.595, 1.179], [-2.525, -1.577, 1.069], [-2.980, -0.328, -1.219], [0.063, -0.403, -2.104], [-0.681, 0.919, -1.204], [1.044, 0.967, -1.570], [2.694, -0.290, -0.081], [2.012, -1.661, -0.966], [2.092, -1.703, 0.794], [-0.499, 0.950, 1.367], [0.886, 0.133, 2.091], [1.139, 1.451, 0.937]], "atomic_forces_ev_per_a": [[0.12, -0.12, 0.27], [0.46, -0.90, 0.67], [0.06, 0.77, -0.85], [0.02, -1.46, -0.25], [-0.22, 0.15, -0.23], [-1.26, 2.24, 0.60], [-0.02, -0.39, 0.01], [0.65, -0.15, -0.08], [-0.07, -0.10, 0.13], [-0.24, 0.05, -0.05], [-0.18, -0.17, -0.07], [0.00, 0.13, -0.11], [0.10, -0.21, -0.03], [-0.01, -0.02, -0.11], [-0.05, 0.06, -0.09], [0.09, 0.07, 0.02], [0.08, 0.07, -0.04], [0.05, -0.10, -0.06], [0.06, -0.07, 0.07], [0.22, 0.11, 0.10], [0.06, -0.01, 0.11], [0.11, 0.06, -0.02]], "lowdin_charge": [0.083, 0.072, -0.005, -0.319, -0.031, -0.280, 0.154, -0.537, -0.031, -0.044, -0.032, 0.147, 0.070, 0.095, 0.066, 0.090, 0.086, 0.090, 0.086, 0.053, 0.094, 0.092], "homo_lumo_gap_ha": 0.3497, "smiles": "[H]/N=N/[C@@H](O)C(=O)C(C)(C)C", "e_tot_ha": -495.746713, "homo_ev": -9.372, "spin_multiplicity": 1, "charge": 0}



Record 3
{"formula": "C6H12N2O2S", "method": "ωB97M-V/def2-TZVPD", "symbols": ["C", "C", "C", "C", "C", "C", "N", "N", "O", "O", "S", "H", "H", "H", "H", "H", "H", "H", "H", "H", "H", "H", "H"], "positions_angstrom": [[-0.992, -1.781, 0.345], [-0.853, -0.328, -1.917], [-1.305, 0.521, -0.814], [-1.263, -1.346, 1.762], [-1.984, 1.721, -0.358], [1.668, 1.344, 0.390], [3.856, -0.330, 0.442], [-1.183, -0.772, -0.559], [-0.681, -2.892, -0.012], [2.146, -0.335, -1.533], [2.438, -0.103, -0.126], [-1.535, -0.632, -2.703], [0.203, -0.336, -2.178], [-0.816, -0.373, 1.950], [-0.844, -2.084, 2.441], [-2.337, -1.287, 1.931], [-2.024, 1.760, 0.728], [-3.013, 1.744, -0.744], [-1.470, 2.604, -0.738], [1.908, 1.598, 1.406], [1.743, 2.140, -0.327], [4.553, 0.264, 0.024], [1.785, -1.098, 0.589]], "atomic_forces_ev_per_a": [[-0.12, -0.43, 0.44], [0.13, -0.26, -0.44], [1.44, -0.09, 0.53], [0.19, -0.35, 0.02], [-0.45, 0.30, 0.09], [-0.19, -0.29, -0.44], [-1.18, -0.12, -0.10], [-0.43, 0.53, -0.77], [0.08, 0.08, 0.12], [0.00, 0.40, 0.02], [0.69, -1.53, 0.70], [-0.19, -0.02, 0.06], [-0.09, 0.06, 0.08], [0.03, 0.17, 0.03], [-0.03, 0.01, -0.01], [-0.07, 0.07, -0.01], [0.01, 0.04, 0.00], [-0.02, 0.03, 0.02], [-0.04, -0.04, 0.04], [-0.19, 0.02, 0.42], [-0.06, 0.19, -0.33], [0.17, 0.42, -0.20], [0.32, 0.82, -0.28]], "lowdin_charge": [-0.499, 0.023, -0.178, 0.014, -0.029, -0.164, -0.263, 0.060, 0.098, -0.426, 0.571, 0.115, 0.077, 0.073, 0.090, 0.091, 0.082, 0.094, 0.089, 0.010, 0.014, -0.009, 0.067], "homo_lumo_gap_ha": [0.3130, 0.1855], "e_tot_ha": -893.745372, "homo_ev": [-8.771, -6.884], "spin_multiplicity": 1, "charge": 0}